# 1
134
Properties=species:S:1:pos:R:3 method="wB97M-V/def2-TZVPD" charge=-1 e_lumo_ev=2.32 homo_ha=-0.170
Ti 0.007 -0.151 -0.113
O -1.987 -0.124 -0.157
C -3.221 0.549 0.015
C -3.011 2.095 0.055
C -2.302 2.598 1.272
C -2.922 3.498 2.134
C -2.187 4.033 3.177
C -0.874 3.630 3.341
C -0.344 2.679 2.471
C 1.081 2.220 2.623
C 1.301 0.687 2.600
O 0.894 0.221 1.340
C 0.629 -0.036 3.791
C -0.165 0.598 4.738
C -0.658 -0.094 5.840
C -0.352 -1.431 6.022
C 0.463 -2.070 5.095
C 0.944 -1.379 3.998
C 2.797 0.419 2.858
C 3.446 0.996 3.946
C 4.759 0.670 4.242
C 5.440 -0.257 3.466
C 4.794 -0.852 2.396
C 3.483 -0.515 2.096
N -1.049 2.189 1.459
C -3.923 0.197 1.340
C -5.302 0.337 1.484
C -5.918 0.086 2.703
C -5.164 -0.300 3.800
C -3.788 -0.420 3.671
C -3.173 -0.167 2.454
C -4.155 0.243 -1.173
C -4.880 -0.948 -1.190
C -5.686 -1.282 -2.264
C -5.795 -0.421 -3.347
C -5.084 0.766 -3.343
C -4.267 1.092 -2.269
H -3.991 2.566 -0.014
H -2.404 2.366 -0.810
H -3.952 3.786 1.971
H -2.629 4.760 3.847
H -0.263 4.049 4.132
H 1.491 2.645 3.536
H 1.663 2.597 1.777
H -0.417 1.642 4.641
H -1.277 0.426 6.561
H -0.733 -1.970 6.880
H 0.732 -3.110 5.230
H 1.592 -1.881 3.295
H 2.922 1.687 4.597
H 5.248 1.129 5.093
H 6.464 -0.520 3.704
H 5.307 -1.581 1.782
H 2.969 -0.992 1.274
H -5.904 0.640 0.637
H -6.993 0.188 2.792
H -5.646 -0.502 4.750
H -3.182 -0.711 4.520
H -2.105 -0.267 2.358
H -4.803 -1.625 -0.350
H -6.224 -2.222 -2.260
H -6.425 -0.679 -4.190
H -5.149 1.446 -4.183
H -3.707 2.016 -2.315
N 0.010 -5.345 -0.274
C -0.971 -4.277 -0.018
C -2.411 -4.758 0.104
P -0.432 -3.387 1.485
O -1.036 -4.262 2.713
O 1.120 -3.709 1.536
O -0.795 -1.970 1.686
P -0.797 -3.016 -1.389
O -2.228 -2.384 -1.451
O -0.396 -3.716 -2.625
O 0.186 -1.970 -0.810
H 1.286 -4.443 0.900
H 0.203 -5.365 -1.275
H -0.358 -6.246 0.003
H -2.496 -5.528 0.873
H -2.746 -5.153 -0.856
H -3.062 -3.925 0.372
H -1.505 -3.653 3.306
H -2.239 -1.493 -0.910
C 4.356 -4.153 -2.488
C 3.687 -3.938 -1.292
C 3.098 -2.708 -1.038
C 3.152 -1.662 -1.963
C 3.843 -1.897 -3.153
C 4.439 -3.124 -3.414
Si 2.279 0.010 -1.550
C 3.766 0.988 -0.799
C 3.532 2.220 -0.179
C 4.554 2.954 0.403
C 5.853 2.466 0.386
C 6.112 1.250 -0.229
C 5.081 0.526 -0.812
C 2.223 0.849 -3.285
C 1.778 0.144 -4.409
C 1.636 0.759 -5.643
C 1.929 2.107 -5.791
C 2.377 2.828 -4.694
C 2.524 2.201 -3.465
H 4.808 -5.115 -2.697
H 3.617 -4.736 -0.559
H 2.568 -2.561 -0.106
H 3.914 -1.105 -3.889
H 4.967 -3.277 -4.348
H 2.517 2.601 -0.154
H 4.339 3.909 0.872
H 6.654 3.028 0.850
H 7.123 0.858 -0.241
H 5.305 -0.422 -1.290
H 1.539 -0.910 -4.315
H 1.273 0.188 -6.490
H 1.808 2.591 -6.753
H 2.603 3.883 -4.793
H 2.885 2.780 -2.623
C -2.383 1.183 -5.002
C -1.988 0.049 -4.273
C -1.252 0.194 -3.133
C -0.901 1.459 -2.604
C -0.232 1.592 -1.334
C 0.105 2.884 -0.980
C -0.203 4.013 -1.762
C -0.902 3.884 -2.926
C -1.274 2.597 -3.375
C -2.013 2.425 -4.570
H -2.958 1.064 -5.913
H -2.248 -0.946 -4.616
H -0.895 -0.689 -2.635
H 0.607 3.066 -0.038
H 0.097 4.998 -1.420
H -1.169 4.751 -3.522
H -2.277 3.308 -5.144

=====

# 2
134
Properties=species:S:1:pos:R:3 method="wB97M-V/def2-TZVPD" charge=+1 multiplicity=5 e_lumo_ev="-4.16 / -5.13" homo_ha="-0.354 / -0.369"
Pd -0.641 0.338 -1.428
C 3.594 -4.609 5.682
C 2.487 -3.746 5.165
C 1.520 -4.258 4.307
C 0.408 -3.515 3.947
C -0.677 -4.134 3.116
C 0.278 -2.209 4.436
C 1.292 -1.643 5.219
C 1.241 -0.215 5.668
C 2.369 -2.430 5.586
C -1.059 -1.575 4.440
C -1.712 -1.701 5.668
C -2.990 -1.220 5.854
C -3.648 -0.627 4.796
C -3.029 -0.488 3.556
C -1.723 -0.948 3.390
Ge -0.722 -0.410 1.703
S -1.735 1.157 0.494
S 1.411 0.222 2.262
Ge 1.979 -0.146 0.080
S 1.398 1.576 -1.217
S 0.115 -1.676 -0.175
C 3.877 -0.717 -0.312
C 4.876 -0.723 0.656
C 6.170 -1.075 0.272
C 6.464 -1.398 -1.038
C 5.467 -1.346 -1.993
C 4.166 -1.001 -1.643
C 3.185 -0.924 -2.751
C 3.185 0.208 -3.577
C 4.017 1.411 -3.257
C 2.451 0.184 -4.753
C 1.721 -0.932 -5.133
C 0.997 -0.983 -6.444
C 1.704 -2.032 -4.281
C 2.432 -2.050 -3.103
C 2.508 -3.295 -2.272
C 4.693 -0.325 2.068
C 4.806 -1.288 3.075
C 4.822 -2.751 2.757
C 4.882 -0.872 4.395
C 4.801 0.468 4.742
C 4.934 0.906 6.167
C 4.641 1.408 3.728
C 4.610 1.037 2.395
C 4.539 2.081 1.322
C -3.879 0.123 2.509
C -4.676 -0.707 1.720
C -4.506 -2.195 1.801
C -5.625 -0.136 0.885
C -5.764 1.243 0.789
C -6.768 1.865 -0.131
C -4.954 2.053 1.572
C -4.035 1.514 2.458
C -3.222 2.392 3.357
H 3.765 -5.463 5.034
H 3.327 -4.982 6.672
H 4.517 -4.043 5.783
H 1.614 -5.276 3.959
H -0.422 -5.156 2.849
H -0.831 -3.564 2.197
H -1.620 -4.144 3.662
H 0.272 0.238 5.482
H 1.991 0.349 5.113
H 1.477 -0.129 6.726
H 3.110 -2.016 6.250
H -1.185 -2.193 6.473
H -3.474 -1.319 6.814
H -4.661 -0.268 4.906
H 6.947 -1.079 1.022
H 7.469 -1.677 -1.320
H 5.679 -1.563 -3.029
H 4.203 1.500 -2.189
H 3.521 2.315 -3.602
H 4.980 1.343 -3.764
H 2.479 1.053 -5.394
H 1.151 -0.072 -7.018
H -0.074 -1.122 -6.289
H 1.354 -1.825 -7.036
H 1.136 -2.906 -4.563
H 1.768 -4.021 -2.600
H 2.348 -3.086 -1.213
H 3.498 -3.741 -2.371
H 4.949 -2.929 1.694
H 3.877 -3.196 3.067
H 5.619 -3.257 3.297
H 5.036 -1.610 5.166
H 4.753 0.079 6.849
H 4.242 1.715 6.395
H 5.945 1.274 6.347
H 4.579 2.454 3.988
H 4.630 3.075 1.751
H 3.585 2.033 0.788
H 5.337 1.939 0.594
H -4.640 -2.539 2.826
H -3.498 -2.479 1.491
H -5.228 -2.705 1.169
H -6.285 -0.781 0.323
H -7.444 1.119 -0.538
H -6.261 2.365 -0.958
H -7.355 2.617 0.392
H -5.059 3.127 1.504
H -3.327 3.437 3.079
H -2.165 2.116 3.320
H -3.551 2.274 4.389
Br -3.724 8.821 -8.216
C -4.024 6.996 -7.823
C -4.595 6.164 -8.786
C -4.806 4.840 -8.496
C -4.444 4.320 -7.233
C -3.866 5.185 -6.269
C -3.661 6.506 -6.570
N -4.722 3.042 -6.975
N -4.552 2.313 -5.987
C -3.499 1.829 -5.374
C -2.158 2.079 -5.789
C -1.092 1.544 -5.140
C -1.246 0.672 -4.023
O -0.284 0.037 -3.510
C -2.613 0.474 -3.526
N -2.744 -0.225 -2.382
C -3.947 -0.486 -1.918
C -5.106 -0.022 -2.547
C -4.991 0.737 -3.687
C -3.718 1.001 -4.213
H -4.866 6.568 -9.750
H -5.242 4.172 -9.223
H -3.603 4.793 -5.297
H -3.219 7.171 -5.846
H -2.004 2.708 -6.654
H -0.086 1.747 -5.470
H -4.007 -1.061 -1.004
H -6.073 -0.240 -2.120
H -5.856 1.148 -4.185

=====

# 3
139
Properties=species:S:1:pos:R:3 method="wB97M-V/def2-TZVPD" charge=+2 de_lowest_kj_mol=463.0 e_lumo_ev="-4.38 / -4.38" homo_ha="-0.329 / -0.329"
Ti -0.125 -0.362 -0.096
C 1.637 -2.688 2.840
C 1.584 -1.584 1.824
O 0.517 -0.960 1.582
N 2.737 -1.241 1.214
C 2.835 -0.030 0.423
C 2.439 -0.188 -1.027
C 3.303 -0.763 -1.934
C 2.940 -0.887 -3.274
C 1.712 -0.341 -3.652
C 0.902 0.240 -2.709
N 1.204 0.300 -1.377
H 1.124 -2.357 3.743
H 2.662 -2.956 3.084
H 1.116 -3.566 2.456
H 3.565 -1.799 1.353
H 3.865 0.333 0.472
H 2.158 0.706 0.888
H 4.280 -1.088 -1.607
H 3.595 -1.348 -3.995
H 1.411 -0.346 -4.687
H -0.029 0.710 -3.004
N -2.004 -0.863 0.027
S -2.768 -1.385 1.179
N -2.926 -2.997 1.335
S -2.414 -4.219 0.517
N -0.955 -4.256 0.002
S -0.069 -3.480 -1.143
N 0.461 -2.154 -0.810
C 1.205 -4.741 -1.360
C 2.502 -4.355 -1.653
C 3.474 -5.327 -1.830
C 3.148 -6.669 -1.701
C 1.850 -7.044 -1.389
C 0.872 -6.078 -1.218
C -1.141 -3.526 -2.606
C -2.062 -2.496 -2.698
C -2.968 -2.484 -3.744
C -2.930 -3.491 -4.698
C -1.985 -4.500 -4.613
C -1.080 -4.524 -3.561
C -2.425 -5.551 1.705
C -1.238 -6.192 2.038
C -1.267 -7.243 2.936
C -2.470 -7.648 3.495
C -3.648 -6.993 3.164
C -3.633 -5.941 2.267
C -3.639 -4.603 -0.720
C -4.885 -3.993 -0.621
C -5.881 -4.335 -1.515
C -5.633 -5.276 -2.507
C -4.387 -5.884 -2.595
C -3.389 -5.563 -1.695
C -2.295 -0.964 2.875
C -1.660 -1.930 3.632
C -1.329 -1.651 4.948
C -1.629 -0.409 5.487
C -2.275 0.548 4.721
C -2.619 0.273 3.408
C -4.499 -0.884 1.093
C -4.994 -0.381 -0.100
C -6.326 -0.013 -0.188
C -7.155 -0.159 0.914
C -6.660 -0.692 2.096
C -5.327 -1.057 2.191
H 2.721 -3.302 -1.740
H 4.486 -5.042 -2.067
H 3.901 -7.426 -1.853
H 1.604 -8.088 -1.278
H -0.140 -6.351 -0.964
H -2.047 -1.729 -1.925
H -3.695 -1.690 -3.826
H -3.637 -3.485 -5.513
H -1.950 -5.263 -5.375
H -0.340 -5.307 -3.491
H -0.318 -5.860 1.581
H -0.345 -7.739 3.196
H -2.491 -8.476 4.185
H -4.579 -7.305 3.607
H -4.540 -5.424 1.995
H -5.049 -3.266 0.160
H -6.856 -3.881 -1.434
H -6.408 -5.542 -3.209
H -4.202 -6.622 -3.361
H -2.421 -6.039 -1.738
H -1.459 -2.896 3.193
H -0.857 -2.410 5.552
H -1.370 -0.188 6.510
H -2.528 1.505 5.152
H -3.152 1.002 2.815
H -4.317 -0.297 -0.937
H -6.723 0.372 -1.116
H -8.190 0.141 0.855
H -7.319 -0.829 2.940
H -4.928 -1.469 3.105
N -1.882 1.430 -1.563
N -2.737 1.971 -0.590
C -2.241 2.315 0.620
N -3.010 3.092 1.412
S -0.753 1.770 1.166
H -1.395 2.187 -2.063
H -2.422 0.863 -2.214
H -3.597 2.420 -0.900
H -3.807 3.600 1.058
H -2.592 3.417 2.269
C 2.913 8.076 0.466
C 3.789 7.365 -0.337
C 3.570 6.019 -0.583
C 2.480 5.378 -0.018
C 1.612 6.093 0.794
C 1.820 7.440 1.030
Sb 2.018 3.283 -0.349
C 0.694 3.869 -1.962
C -0.574 4.283 -1.572
C -1.491 4.734 -2.509
C -1.151 4.758 -3.852
C 0.113 4.354 -4.242
C 1.036 3.926 -3.302
C 3.899 2.760 -1.291
C 4.053 2.165 -2.531
C 5.298 1.717 -2.944
C 6.397 1.844 -2.114
C 6.248 2.434 -0.870
C 5.007 2.884 -0.461
H 3.084 9.124 0.660
H 4.645 7.860 -0.774
H 4.258 5.472 -1.215
H 0.766 5.591 1.251
H 1.137 7.992 1.658
H -0.829 4.288 -0.518
H -2.461 5.087 -2.189
H -1.857 5.115 -4.585
H 0.386 4.387 -5.285
H 2.031 3.657 -3.620
H 3.202 2.025 -3.183
H 5.402 1.254 -3.914
H 7.367 1.495 -2.435
H 7.098 2.528 -0.214
H 4.895 3.344 0.514

=====

Number 1: molecular weight 1108.1 Da. Number 2: molecular weight 1334.0 Da. Number 3: molecular weight 1257.1 Da.